(1)
12
Properties=species:S:1:pos:R:3 method="wB97M-V/def2-TZVPD" e_homo_ha=-0.370 energy_ha=-347.65686 lumo_ev=-0.417 homo_lumo_gap_ha=0.355
C -0.68635 -0.85216 -0.42096
C 0.06886 0.12988 0.42803
C 1.30027 1.00306 -0.00208
H -2.28319 -2.22238 -0.25531
H -2.60539 -0.64039 0.99300
H -0.73909 0.81883 0.78108
H 0.06423 -0.48435 1.34820
H 1.47406 1.37494 -1.05195
H 2.38093 0.52681 0.10836
N -1.70818 -1.62673 0.28866
O -0.43740 -0.95481 -1.60181
F 1.45202 1.99638 0.98229

(2)
133
Properties=species:S:1:pos:R:3 method="wB97M-V/def2-TZVPD" e_homo_ha=-0.228 energy_ha=-4779.94236 lumo_ev=-1.046 homo_lumo_gap_ha=0.189
Sn 0.08671 0.44009 0.00715
C -2.43634 1.89840 -1.91764
O -1.08724 1.45736 -2.04874
C -0.29676 1.99761 -3.01390
C -0.78948 2.72074 -4.09124
C 0.08323 3.20921 -5.05032
C 1.44713 2.98404 -4.92892
C 1.93605 2.27558 -3.84583
C 1.07565 1.77038 -2.87582
N 1.54111 1.06045 -1.71597
N 2.79069 0.83986 -1.75853
C 3.51489 0.30800 -0.75468
C 3.13852 0.33879 0.61181
O 1.99767 0.75804 1.01977
C 4.11418 -0.04874 1.59677
C 5.33234 -0.50170 1.23755
C 5.73575 -0.58056 -0.13623
C 7.00104 -1.07766 -0.49241
C 7.38857 -1.13265 -1.80734
C 6.51017 -0.67991 -2.80095
C 5.26380 -0.20222 -2.47293
C 4.84669 -0.14320 -1.13175
H -3.01158 1.65231 -2.81052
H -2.83962 1.34374 -1.07351
H -2.47123 2.97328 -1.72661
H -1.84974 2.90334 -4.18457
H -0.30699 3.76872 -5.88989
H 2.13282 3.36822 -5.67157
H 2.99688 2.11507 -3.72727
H 3.80966 0.02329 2.63338
H 6.04031 -0.81290 1.99741
H 7.66619 -1.41946 0.29168
H 8.36028 -1.52451 -2.07618
H 6.81379 -0.71250 -3.83963
H 4.58616 0.12790 -3.24798
Te -0.78346 -2.57043 -3.42041
C -2.02617 -4.20095 -3.92181
C -2.98507 -4.09014 -4.91622
C -3.80395 -5.18073 -5.17728
N -3.72922 -6.33571 -4.52366
C -2.80019 -6.42821 -3.57058
C -1.93086 -5.40341 -3.23512
C -1.02937 -2.85007 -1.28674
P -2.27609 -1.54740 -0.93620
C -2.92914 -1.79824 0.77772
C -3.25710 -3.02089 1.36108
C -3.79509 -3.07908 2.63592
C -4.01889 -1.91132 3.35609
C -3.70669 -0.68601 2.79100
C -3.16347 -0.63743 1.51325
C -3.76964 -2.08842 -1.87576
C -4.32859 -3.35742 -1.74051
C -5.46696 -3.71148 -2.44721
C -6.06755 -2.80002 -3.30547
C -5.51045 -1.53978 -3.46549
C -4.36756 -1.19308 -2.75666
P 0.53061 -2.28068 -0.57975
C 0.66369 -2.99337 1.10854
C 1.55535 -2.42482 2.01611
C 1.71519 -2.96431 3.28349
C 0.97989 -4.08178 3.65583
C 0.10860 -4.66693 2.74901
C -0.04405 -4.12780 1.47937
C 1.84529 -3.22737 -1.42717
C 2.79932 -2.60002 -2.21703
C 3.77186 -3.34401 -2.87069
C 3.78477 -4.72430 -2.74756
C 2.82615 -5.35889 -1.96639
C 1.86457 -4.61465 -1.30301
H -3.12118 -3.16463 -5.46115
H -4.57272 -5.11279 -5.94005
H -2.74968 -7.37847 -3.04905
H -1.21058 -5.52654 -2.43647
H -3.09296 -3.93655 0.81117
H -4.04863 -4.03810 3.07102
H -4.43967 -1.96168 4.35289
H -3.87841 0.23098 3.34097
H -2.92001 0.32577 1.07409
H -3.85433 -4.09248 -1.10455
H -5.87632 -4.70827 -2.34177
H -6.95869 -3.07557 -3.85502
H -5.96301 -0.82579 -4.14243
H -3.91711 -0.21835 -2.90459
H 2.14023 -1.56263 1.72348
H 2.41208 -2.51506 3.98027
H 1.09108 -4.49871 4.64852
H -0.45380 -5.54838 3.03097
H -0.69815 -4.58523 0.74971
H 2.77378 -1.52555 -2.33905
H 4.51523 -2.84152 -3.47616
H 4.54033 -5.30816 -3.25727
H 2.82977 -6.43724 -1.87113
H 1.12351 -5.11185 -0.68988
I -0.02176 0.24828 3.77370
C -1.31955 1.59489 4.73278
C -2.17993 0.97805 5.60033
C -2.99642 1.71851 6.47532
C -2.87329 3.07121 6.50777
C -1.98819 3.74154 5.62867
C -1.83735 5.14278 5.76313
C -0.96946 5.83014 4.97302
C -0.30670 5.14735 3.93890
C -0.46282 3.80095 3.71783
P 0.16586 3.18085 2.08715
C -0.64365 4.32230 0.89838
C -0.15807 4.28501 -0.41305
C -0.76398 5.01327 -1.42418
C -1.90038 5.76397 -1.15112
C -2.42402 5.76757 0.13326
C -1.80281 5.05251 1.15025
C 1.89109 3.82397 2.17530
C 2.40693 4.88085 1.43369
C 3.74879 5.23160 1.53795
C 4.59200 4.53575 2.38771
C 4.08252 3.48865 3.14604
C 2.74915 3.13559 3.03669
C -1.23886 3.02400 4.64579
H -2.20916 -0.10243 5.63627
H -3.67322 1.20380 7.14393
H -3.43889 3.66371 7.21594
H -2.41679 5.64888 6.52562
H -0.82485 6.89507 5.09738
H 0.31603 5.71731 3.25888
H 0.71247 3.67806 -0.64743
H -0.35688 4.97902 -2.42713
H -2.38079 6.33157 -1.93748
H -3.31946 6.33543 0.35148
H -2.23607 5.06088 2.14179
H 1.76948 5.45395 0.77321
H 4.13028 6.05687 0.95018
H 5.63739 4.80556 2.46066
H 4.72782 2.94081 3.82120
H 2.36579 2.30947 3.62439

(3)
11
Properties=species:S:1:pos:R:3 method="wB97M-V/def2-TZVPD" e_homo_ha=-0.378 energy_ha=-268.33018 lumo_ev=1.061 homo_lumo_gap_ha=0.417 smiles=OC[C@H]1CO1
O -1.71273 -0.31690 -0.56557
C -0.98205 0.69927 0.06789
C 0.51789 0.43425 -0.01295
C 1.10665 -0.83031 0.41983
O 0.88594 -0.56222 -0.96458
H -1.10938 -0.70880 -1.21711
H -1.18839 1.68538 -0.37647
H -1.30240 0.74045 1.11604
H 1.15570 1.31760 -0.03569
H 0.47182 -1.59791 0.86070
H 2.15695 -0.86082 0.70789

(4)
17
Properties=species:S:1:pos:R:3 method="wB97M-V/def2-TZVPD" e_homo_ha=-0.337 energy_ha=-272.56338 lumo_ev=1.161 homo_lumo_gap_ha=0.379 smiles="C=C=C1CC1.C=C"
C -0.16234 2.28653 0.06624
C -0.80904 1.16803 -0.11124
C -1.10548 -0.08483 -0.21514
C -1.42470 -1.22967 -1.08059
C -1.70394 -1.27047 0.41590
H 0.89932 2.14008 0.26354
H -0.54739 3.29786 0.04115
H -2.25595 -1.10618 -1.76680
H -0.61746 -1.85893 -1.45500
H -1.08007 -1.92433 1.02494
H -2.72748 -1.17186 0.76138
C 2.28071 0.50780 0.46155
C 1.58533 -0.60015 0.22769
H 2.74161 1.06789 -0.34735
H 2.36821 0.92258 1.46182
H 1.46045 -0.99507 -0.77788
H 1.09821 -1.14928 1.02978